1.
{
  "formula": "C4H8N2O",
  "method": "ωB97M-V/def2-TZVPD",
  "charge": 0,
  "homo_lumo_gap_ev": [9.07, 8.64],
  "homo_ha": [-0.3232, -0.3099],
  "symbols": ["C", "N", "C", "C", "O", "C", "N", "H", "H", "H", "H", "H", "H", "H", "H"],
  "xyz": [[2.26695, -0.68613, 0.66896], [1.26416, 0.29298, 0.34056], [-0.84227, -0.33269, -0.55759], [-1.97884, 0.63888, -0.44902], [-2.98989, 0.21191, 0.44012], [0.48450, 0.06784, -0.79773], [0.54100, -0.01375, -2.04023], [3.15631, -0.59977, 0.04181], [2.52743, -0.56431, 1.72180], [1.85166, -1.69565, 0.54056], [1.47057, 1.26118, 0.51002], [-0.99597, -1.32931, -0.13754], [-2.41701, 0.69242, -1.44196], [-1.61615, 1.64655, -0.18716], [-2.72245, 0.40982, 1.34739]],
  "forces_ev_per_angstrom": [[0.43, -0.16, 0.07], [0.54, 0.60, 0.07], [-0.71, -0.36, -0.25], [0.12, 0.10, -0.50], [0.05, -0.04, 0.21], [-0.18, -0.01, 0.50], [-0.59, -0.23, 0.90], [0.18, -0.16, 0.11], [0.16, -0.09, -0.11], [0.05, 0.28, 0.02], [0.46, 0.13, 0.00], [-0.16, -0.02, -0.63], [-0.35, 0.26, -0.06], [-0.01, -0.21, -0.08], [0.01, -0.08, -0.26]],
  "mulliken_charge": [-0.7533, -0.2136, -0.1343, -0.3358, -0.5178, 0.2645, -0.5966, 0.2786, 0.3077, 0.2587, 0.2327, 0.3319, 0.2490, 0.3249, 0.3034]
}

***

2.
{
  "formula": "C25H50N11O8P3",
  "method": "ωB97M-V/def2-TZVPD",
  "charge": 0,
  "homo_lumo_gap_ev": 8.64,
  "homo_ha": -0.3070,
  "symbols": ["N", "C", "N", "C", "C", "O", "C", "C", "C", "C", "C", "C", "C", "P", "N", "O", "C", "C", "O", "N", "O", "N", "C", "O", "O", "H", "H", "H", "H", "H", "H", "H", "H", "H", "H", "H", "H", "H", "H", "O", "P", "N", "C", "C", "N", "C", "C", "N", "C", "C", "H", "H", "H", "H", "H", "H", "H", "H", "H", "H", "H", "H", "H", "H", "H", "H", "H", "H", "O", "P", "N", "C", "C", "N", "C", "C", "N", "C", "C", "H", "H", "H", "H", "H", "H", "H", "H", "H", "H", "H", "H", "H", "H", "H", "H", "H", "H"],
  "xyz": [[3.03802, 2.13868, 0.57197], [4.05093, 1.45842, -0.03327], [4.23250, 0.13066, -0.09096], [3.44818, -0.97938, 0.45007], [1.99004, -0.69820, 0.79053], [1.57923, -1.04952, 1.87518], [1.04189, -0.07188, -0.18337], [0.21178, 0.97051, 0.24445], [-0.67151, 1.58362, -0.62527], [-0.76358, 1.14301, -1.94259], [0.03968, 0.09089, -2.36195], [0.94813, -0.50563, -1.50396], [5.44618, -0.07053, -0.77199], [6.33958, -1.58907, -1.16245], [5.82035, -2.07781, -2.73645], [5.71118, -2.69729, -0.11552], [5.93615, 1.14879, -1.13125], [7.21231, 1.39011, -1.89159], [7.32162, 2.67136, -2.47975], [8.04059, 3.54386, -1.57316], [7.88769, 4.64537, -1.86530], [5.03150, 2.07849, -0.66832], [5.09179, 3.62335, -0.82070], [5.50014, 4.18028, 0.18790], [4.70636, 4.01258, -1.88289], [3.30008, 3.10332, 0.75579], [2.71681, 1.71460, 1.43224], [3.45906, -1.77680, -0.29352], [3.93792, -1.34743, 1.34784], [0.25734, 1.36634, 1.25290], [-1.27726, 2.40910, -0.27812], [-1.44814, 1.61346, -2.63436], [-0.06073, -0.26133, -3.37952], [1.56673, -1.33037, -1.83866], [6.62123, -1.91033, -3.33462], [5.07177, -1.46688, -3.05401], [6.23950, -3.49164, -0.25832], [8.05049, 1.27051, -1.19761], [7.31231, 0.66800, -2.69670], [-1.03967, 2.45073, 3.49234], [-1.46707, 2.55346, 4.92600], [-0.20705, 3.57845, 5.50121], [0.49035, 3.44798, 6.76479], [-0.12875, 4.89495, 4.87746], [-1.21923, 0.92044, 5.36376], [-0.49727, 0.49673, 6.54355], [-1.04372, 0.02168, 4.23030], [-2.52445, 2.81144, 6.27118], [-3.80793, 2.07532, 6.10507], [-2.89739, 4.21418, 6.54355], [-0.17018, 3.42750, 7.64296], [1.17625, 4.28248, 6.90758], [1.10966, 2.55082, 6.78777], [-0.96297, 5.55588, 5.15226], [-0.13408, 4.80041, 3.79024], [0.79617, 5.40245, 5.14755], [0.58821, 0.50424, 6.38543], [-0.77907, -0.52839, 6.80377], [-0.73961, 1.10684, 7.41137], [-0.07434, 0.10779, 3.72999], [-1.81022, 0.21284, 3.48547], [-1.17626, -1.01181, 4.56184], [-4.37862, 2.43722, 5.24458], [-4.41815, 2.19438, 7.00023], [-3.62919, 1.01199, 5.97166], [-3.32197, 4.71591, 5.66983], [-2.04325, 4.78929, 6.89483], [-3.63408, 4.24131, 7.34559], [-2.08687, -2.46222, -3.23656], [-3.02893, -3.27733, -4.05426], [-2.95829, -2.48104, -5.57164], [-4.07447, -2.23993, -6.46402], [-1.63879, -2.41947, -6.19067], [-4.49721, -2.93539, -3.24603], [-5.75907, -2.66728, -3.90859], [-4.40676, -2.14592, -2.02144], [-3.66810, -4.77375, -4.63580], [-3.83803, -5.75948, -3.53389], [-2.86685, -5.45923, -5.66969], [-4.63412, -3.14482, -6.73684], [-3.72604, -1.79349, -7.39475], [-4.77698, -1.52340, -6.03889], [-1.27944, -3.39591, -6.54432], [-0.90299, -2.04154, -5.47828], [-1.63619, -1.73949, -7.04127], [-5.83545, -1.62485, -4.24014], [-6.58691, -2.84756, -3.21628], [-5.92549, -3.32818, -4.75704], [-4.24679, -1.08068, -2.22701], [-3.59924, -2.49531, -1.38578], [-5.33253, -2.24989, -1.45059], [-2.88092, -6.03527, -3.08066], [-4.31204, -6.66218, -3.91903], [-4.48086, -5.36124, -2.75414], [-1.82947, -5.62090, -5.36314], [-2.87115, -4.90389, -6.60582], [-3.31397, -6.42817, -5.88827]],
  "forces_ev_per_angstrom": [[0.22, -0.02, 0.47], [-0.19, 0.24, 0.38], [0.21, 0.10, -0.44], [-0.03, 0.22, 0.03], [-0.84, 0.06, 0.22], [0.37, 0.14, 0.03], [0.02, 0.30, -0.24], [-0.02, 0.06, 0.22], [0.03, -0.17, -0.29], [0.26, -0.15, 0.32], [-0.21, 0.07, -0.39], [0.21, 0.06, 0.30], [-0.25, -0.82, -0.14], [1.64, -0.12, -0.21], [-0.36, 0.90, 0.69], [-0.46, 0.24, -0.37], [-0.75, -0.46, 0.03], [0.40, 0.53, 0.19], [-0.40, -0.05, 0.09], [-0.10, 0.05, 0.20], [0.22, 0.04, -0.18], [0.63, -0.57, -0.32], [0.29, 1.52, 0.65], [0.13, -0.57, 0.80], [-0.65, -0.15, -1.55], [-0.01, 0.05, -0.15], [-0.18, -0.06, -0.08], [0.03, -0.02, 0.01], [-0.11, -0.10, 0.05], [0.09, -0.25, 0.10], [-0.01, -0.01, 0.05], [-0.02, -0.02, -0.02], [0.05, -0.11, 0.02], [-0.03, 0.01, -0.12], [-0.07, -0.24, -0.19], [-0.17, -0.36, -0.29], [-0.08, -0.11, 0.27], [0.03, -0.18, -0.03], [-0.02, -0.08, 0.02], [-3.03, 1.64, -0.73], [5.38, -2.28, 2.60], [-0.15, 0.36, -0.05], [-0.20, -0.13, 0.38], [-0.13, -0.04, -0.43], [-0.15, 0.30, -0.25], [-0.26, -0.25, 0.26], [-0.04, -0.34, -0.09], [-1.94, 0.72, -2.22], [0.02, -0.40, 0.21], [0.39, 0.26, 0.26], [-0.01, -0.02, -0.03], [-0.09, 0.11, -0.14], [-0.09, -0.02, 0.03], [0.11, 0.08, 0.03], [-0.05, -0.06, 0.02], [0.05, -0.11, 0.09], [0.00, 0.00, 0.03], [-0.01, -0.02, -0.09], [0.01, 0.14, -0.10], [0.04, -0.02, 0.11], [0.05, -0.02, -0.07], [0.09, 0.04, 0.15], [-0.08, 0.08, 0.08], [0.06, 0.11, 0.03], [0.17, 0.03, -0.05], [-0.09, 0.03, 0.05], [0.11, -0.10, -0.12], [-0.06, -0.13, -0.04], [1.71, -2.56, 0.13], [-4.34, 3.77, -1.41], [0.48, -0.14, -0.07], [-0.36, -0.27, -0.07], [0.32, 0.02, 0.30], [0.14, 0.25, 0.17], [-0.26, -0.45, -0.06], [0.18, 0.13, 0.07], [2.37, -1.07, 1.31], [-0.39, 0.02, 0.16], [-0.07, 0.23, -0.46], [0.02, 0.00, 0.04], [0.20, -0.06, 0.04], [-0.01, -0.08, 0.03], [0.01, 0.08, -0.10], [-0.05, -0.05, 0.05], [-0.15, 0.03, 0.02], [-0.03, -0.01, 0.01], [0.06, 0.01, 0.07], [0.16, 0.04, -0.06], [0.00, 0.01, 0.06], [0.09, 0.05, -0.08], [-0.08, -0.04, -0.14], [0.01, -0.11, -0.07], [0.05, 0.03, -0.13], [0.02, 0.16, -0.05], [0.00, -0.11, -0.01], [0.01, 0.16, 0.10], [-0.05, -0.01, 0.13]],
  "mulliken_charge": [-0.3184, 0.2765, 0.3728, -0.8542, -0.4434, -0.5205, 1.3040, -0.2467, -0.7576, -0.6592, -0.3696, -0.3776, -0.0842, -0.1388, -0.6123, -0.3745, 0.3199, -0.5972, -0.2299, 0.1748, -0.2742, 0.1459, 0.3846, -0.6574, -0.6252, 0.3721, 0.2418, 0.5015, 0.3153, 0.4396, 0.5015, 0.4272, 0.2587, 0.3791, 0.3003, 0.3084, 0.3269, 0.3553, 0.4166, -0.6580, 0.6504, 0.1593, -0.8728, -0.9482, 0.2472, -0.9944, -1.3623, -0.0407, -1.0974, -1.1065, 0.3160, 0.3515, 0.2244, 0.2717, 0.1750, 0.4125, 0.2848, 0.3218, 0.3166, 0.5158, 0.3013, 0.3858, 0.3550, 0.4093, 0.3138, 0.3663, 0.3175, 0.3846, -0.6172, 0.5434, 0.1238, -0.8073, -0.8777, 0.1904, -1.0812, -1.0164, 0.0050, -1.1068, -1.0666, 0.2980, 0.3568, 0.2125, 0.2924, 0.0963, 0.4204, 0.3047, 0.3582, 0.3164, 0.3085, 0.3002, 0.3353, 0.3527, 0.4113, 0.3149, 0.3668, 0.3022, 0.3809]
}

***

3.
{
  "formula": "C5H7NS",
  "method": "ωB97M-V/def2-TZVPD",
  "smiles": "C=C/C=N/C(C)=S",
  "charge": 0,
  "homo_lumo_gap_ev": 7.39,
  "homo_ha": -0.2926,
  "symbols": ["C", "C", "C", "C", "C", "N", "S", "H", "H", "H", "H", "H", "H", "H"],
  "xyz": [[-1.84120, 0.37128, -0.63192], [1.22251, -1.73016, 0.86893], [0.43919, -0.67060, -1.10290], [1.45751, -1.42757, -0.40313], [-1.74309, 1.71831, -0.02110], [-0.77117, -0.38582, -0.73701], [-3.29404, -0.12571, -1.32043], [0.30055, -1.29759, 1.20798], [1.85564, -2.47673, 1.38126], [0.72589, -0.22518, -2.11681], [2.35593, -1.87992, -1.03127], [-1.83598, 2.48599, -0.77009], [-0.75021, 2.03078, 0.40492], [-2.51914, 1.97054, 0.60951]],
  "forces_ev_per_angstrom": [[-0.91, -0.92, -1.77], [0.83, -0.89, -0.62], [-2.43, 2.58, -2.26], [1.40, -1.87, -0.98], [3.09, 1.12, -0.49], [3.14, -0.42, 1.09], [0.47, 0.10, 0.50], [-0.15, -0.19, 1.01], [-0.58, 0.88, 0.12], [-0.16, -0.63, 1.18], [-2.04, 1.25, 1.44], [-0.24, -0.02, -0.99], [-0.79, -0.94, 0.10], [-1.62, -0.06, 1.68]],
  "mulliken_charge": [0.2157, -0.5805, 0.0807, -0.1997, -1.0392, -0.1975, -0.3183, 0.2451, 0.2643, 0.3225, 0.2462, 0.3196, 0.2947, 0.3464]
}

***

4.
{
  "formula": "H20O10",
  "method": "ωB97M-V/def2-TZVPD",
  "smiles": "O.O.O.O.O.O.O.O.O.O",
  "charge": 0,
  "homo_lumo_gap_ev": 9.94,
  "homo_ha": -0.3815,
  "symbols": ["H", "H", "H", "H", "H", "H", "H", "H", "H", "H", "H", "H", "H", "H", "H", "H", "H", "H", "H", "H", "O", "O", "O", "O", "O", "O", "O", "O", "O", "O"],
  "xyz": [[0.19372, -0.50615, 0.89699], [-0.45857, -0.05440, -0.27188], [-4.62066, 1.26851, 0.11544], [-5.85886, 1.36668, 0.97608], [2.98431, 2.94325, -0.08716], [3.07436, 1.52790, -0.24880], [-0.53109, -3.50385, 1.10357], [0.69427, -3.23797, 0.30051], [-1.82559, 2.00561, -0.68542], [-2.57559, 0.91870, -1.34356], [0.76911, -1.44830, 3.34975], [1.34734, -0.67325, 4.46104], [-1.10254, -1.74627, 1.48548], [-2.44166, -1.59513, 2.04160], [1.06520, 4.10740, -1.42087], [0.70411, 3.57256, -0.06417], [1.64335, -1.01703, -3.29584], [2.20290, -1.36383, -4.62070], [2.16493, -1.95879, -2.04400], [1.29105, -1.27188, -1.13744], [0.26489, 0.20208, 0.32607], [-5.01016, 1.84168, 0.78402], [3.45650, 2.27009, 0.24611], [0.08971, -3.94158, 0.54651], [-2.29104, 1.13544, -0.46188], [1.58750, -1.28214, 3.75438], [-1.54716, -1.09185, 1.98390], [1.24514, 3.42508, -0.77681], [1.51175, -0.83893, -4.19346], [1.97280, -1.05365, -1.71946]],
  "forces_ev_per_angstrom": [[0.31, -1.76, 2.65], [-0.07, 1.04, -0.01], [0.45, 0.17, 0.04], [1.02, 0.84, -0.08], [-2.63, 4.06, -1.72], [0.28, 0.01, 0.39], [-0.82, 0.08, 0.80], [0.37, -0.07, -0.07], [-0.74, -1.62, 0.99], [-0.45, -0.54, -0.70], [-1.80, -0.43, -0.93], [0.24, 0.04, 0.02], [1.11, -0.92, -0.97], [1.86, 1.73, 0.24], [-0.08, 0.25, -0.16], [-2.03, 0.56, 2.77], [-0.03, 0.36, 2.13], [-0.28, 0.30, -0.25], [0.56, 0.55, 0.25], [-1.97, 0.39, 1.94], [0.07, 1.12, -2.61], [-1.46, -0.94, 0.16], [2.59, -4.29, 1.48], [0.54, -0.19, -0.67], [1.03, 2.02, -0.62], [1.46, 0.40, 0.93], [-3.27, -1.08, 0.96], [1.83, -0.63, -2.74], [-0.03, -0.13, -3.22], [1.92, -1.33, -0.98]],
  "mulliken_charge": [0.1540, 0.4193, 0.2959, 0.3116, 0.3385, 0.3034, 0.3351, 0.3162, 0.3249, 0.3292, 0.3212, 0.3187, 0.1497, 0.3161, 0.2921, 0.3045, 0.3903, 0.3103, 0.3647, 0.2557, -0.5401, -0.6048, -0.6210, -0.5965, -0.6966, -0.6094, -0.5494, -0.6315, -0.6567, -0.6452]
}

***

5.
{
  "formula": "C6H10O",
  "method": "ωB97M-V/def2-TZVPD",
  "charge": 0,
  "homo_lumo_gap_ev": 10.30,
  "homo_ha": -0.3437,
  "symbols": ["C", "C", "C", "C", "C", "O", "C", "H", "H", "H", "H", "H", "H", "H", "H", "H", "H"],
  "xyz": [[-0.87525, 1.68432, -0.24335], [-0.09689, 0.39213, 0.01242], [0.37184, -0.51274, -1.15510], [0.94176, -1.34413, 0.00858], [1.31267, 0.00640, 0.65359], [-0.18495, -1.78794, 0.76104], [-0.99001, -0.61243, 0.75423], [-1.85151, 1.38302, -0.65654], [-0.43016, 2.36308, -0.97540], [-1.10694, 2.25694, 0.66328], [-0.38319, -0.93992, -1.81921], [1.18099, -0.05163, -1.73087], [1.62852, -2.17858, -0.13187], [2.19469, 0.42792, 0.15864], [1.45795, 0.00756, 1.73890], [-1.91418, -0.79635, 0.18903], [-1.25533, -0.29766, 1.77262]],
  "forces_ev_per_angstrom": [[0.14, -0.01, 0.02], [-0.17, 0.05, -0.06], [-0.13, -0.10, -0.21], [0.34, -0.13, -0.15], [-0.04, 0.14, 0.16], [-0.03, -0.17, -0.04], [-0.22, 0.14, 0.02], [0.26, 0.07, 0.03], [0.20, -0.13, 0.16], [0.25, -0.17, -0.06], [0.01, -0.11, 0.12], [-0.23, -0.05, 0.03], [0.03, 0.22, 0.05], [-0.38, 0.22, 0.06], [-0.25, 0.07, -0.13], [0.07, 0.03, 0.11], [0.15, -0.09, -0.12]],
  "mulliken_charge": [-1.5200, 0.6316, -0.5853, -0.1355, -0.6272, -0.4448, -0.7322, 0.3344, 0.3635, 0.3444, 0.2895, 0.3029, 0.4709, 0.3049, 0.2905, 0.3723, 0.3399]
}

***

6.
{
  "formula": "C5H5NO2",
  "method": "ωB97M-V/def2-TZVPD",
  "smiles": "O=C1C[C@H]2C=NO[C@@H]12",
  "charge": 0,
  "homo_lumo_gap_ev": 9.71,
  "homo_ha": -0.3479,
  "symbols": ["C", "C", "C", "C", "C", "H", "H", "H", "H", "H", "N", "O", "O"],
  "xyz": [[-1.31446, 0.76796, -0.15178], [-0.87111, -0.41378, -1.06026], [0.21763, -0.73105, 0.12009], [1.76182, -0.55332, 0.04510], [-0.22986, 0.54568, 0.90437], [-1.93501, -0.96618, -1.07539], [-0.89907, -0.32641, -2.22506], [-0.03977, -1.78881, 0.61326], [2.80688, -1.29228, 0.02597], [-0.40715, 0.76816, 2.04504], [2.01181, 0.80478, 0.16615], [-2.02813, 1.78882, -0.16415], [0.92642, 1.39642, 0.75666]],
  "forces_ev_per_angstrom": [[-0.21, 4.97, -0.05], [-3.21, 0.30, -0.53], [-0.20, -3.88, 1.52], [2.02, 3.52, -0.54], [0.83, -0.43, 1.60], [2.46, -0.14, 0.84], [1.35, 0.38, 2.11], [0.47, 2.39, -1.01], [-3.76, 2.20, -0.49], [-0.43, -1.40, -2.14], [-0.48, -5.35, 0.94], [1.38, -3.78, -0.71], [-0.21, 1.23, -1.53]],
  "mulliken_charge": [0.3248, -0.7159, 0.2645, -0.2494, -0.1065, 0.2366, 0.2918, 0.3107, 0.2854, 0.3014, -0.1986, -0.5571, -0.1875]
}